A cluster of 2 separate species, C14H20N2O in total at a distorted geometry. Source: OMol25; level of theory: the ωB97M-V functional and the def2-TZVPD basis.

HOMO energy, eV: -6.731
Total charge: 0
HOMO-LUMO gap, eV: 6.9
Energy, eV: -19868.64788
Structure (SMILES): C=C1N(C)CCCN1C.O=Cc1ccccc1
Energy above the lowest of the compared OMol25 structures with the same formula, charge and spin, kcal per mole: 58.7

Cartesian coordinates (Å):
C 4.75125 -1.80288 -2.93722
C 5.06151 -1.23678 -1.68981
C 4.10054 -1.21466 -0.67974
C 2.80956 -1.71892 -0.91372
C 1.76276 -1.56521 0.13652
O 0.60083 -1.94373 0.06433
C 2.52521 -2.35462 -2.13623
C 3.48560 -2.37147 -3.14950
H 5.50090 -1.82262 -3.72987
H 6.05722 -0.82537 -1.50687
H 4.31834 -0.79333 0.30337
H 2.15589 -1.07421 1.06016
H 1.54412 -2.80955 -2.28086
H 3.25125 -2.84196 -4.10679
C 0.02691 2.24075 1.74311
N -1.28828 1.74502 1.46221
C -2.19497 1.76300 2.58383
C -3.63382 1.66739 2.14607
C -3.79003 0.53617 1.16280
N -2.78156 0.56642 0.13178
C -3.10176 -0.18652 -1.04419
C -1.48113 0.92894 0.37420
C -0.42358 0.50646 -0.41963
H 0.50245 2.56184 0.81372
H -0.07045 3.11134 2.40090
H 0.67151 1.49256 2.23174
H -1.97257 0.91863 3.26181
H -2.01686 2.69364 3.13109
H -4.26093 1.47331 3.01694
H -3.96128 2.60925 1.70077
H -3.73492 -0.42168 1.71135
H -4.76368 0.58742 0.66614
H -2.51960 0.18854 -1.88804
H -2.90560 -1.26359 -0.93116
H -4.16652 -0.03926 -1.25715
H -0.62781 -0.17579 -1.23354
H 0.56948 0.87147 -0.19855